[1]
{"formula": "C33H40N3O", "method": "ωB97M-V/def2-TZVPD", "elements": ["C", "N", "C", "C", "C", "C", "C", "N", "C", "C", "C", "C", "C", "C", "C", "C", "C", "O", "H", "H", "H", "H", "H", "H", "H", "H", "H", "H", "H", "H", "H", "H", "H", "H", "H", "H", "H", "H", "H", "H", "C", "C", "N", "C", "C", "C", "C", "C", "C", "C", "C", "C", "C", "C", "C", "C", "C", "C", "C", "H", "H", "H", "H", "H", "H", "H", "H", "H", "H", "H", "H", "H", "H", "H", "H", "H", "H"], "xyz": [[4.8717, 2.8077, -0.0722], [3.7981, 1.8799, 0.2103], [2.3978, 2.0364, -0.1340], [2.0922, 2.4282, -1.6184], [2.8339, 1.4899, -2.5672], [2.4855, 3.8887, -1.8281], [0.6060, 2.2605, -1.8789], [1.8400, 0.7591, 0.2603], [2.7421, -0.0111, 1.0831], [2.9612, -1.4630, 0.6449], [1.9507, -2.4352, 1.2003], [1.9789, -2.7926, 2.5521], [1.1082, -3.7723, 3.0339], [0.1818, -4.3720, 2.1753], [0.1095, -3.9679, 0.8389], [0.9986, -3.0113, 0.3558], [4.0549, 0.7436, 0.9343], [5.1481, 0.3739, 1.3556], [5.7343, 2.5045, 0.5309], [5.1591, 2.7623, -1.1323], [4.5805, 3.8336, 0.1789], [1.9599, 2.8448, 0.4882], [2.4350, 0.4717, -2.4895], [2.6811, 1.8282, -3.6002], [3.9108, 1.4579, -2.3765], [2.0170, 4.5167, -1.0574], [3.5683, 4.0409, -1.7876], [2.1417, 4.2421, -2.8096], [-0.0102, 2.9296, -1.2682], [0.3763, 2.4687, -2.9338], [0.2974, 1.2338, -1.6803], [0.8674, 0.7534, 0.5399], [2.4437, 0.0226, 2.1491], [2.9763, -1.5112, -0.4553], [3.9650, -1.7445, 1.0048], [2.6950, -2.3108, 3.2256], [1.1448, -4.0612, 4.0875], [-0.5083, -5.1292, 2.5551], [-0.6403, -4.3942, 0.1704], [0.9935, -2.7172, -0.6962], [-3.6223, 2.9239, -0.2934], [-3.1068, 1.7276, -0.9773], [-3.6692, 1.2814, -2.1311], [-4.7695, 1.9465, -2.8013], [-3.0588, 0.0981, -2.5569], [-2.0469, -0.2028, -1.6169], [-1.2474, -1.3190, -1.8107], [-1.4547, -2.1059, -2.9507], [-2.4648, -1.7892, -3.8818], [-3.3063, -0.6816, -3.6807], [-2.0778, 0.8296, -0.5964], [-1.2349, 0.8183, 0.5461], [-1.3078, -0.2705, 1.4803], [-2.2075, -1.3664, 1.3381], [-2.4230, -2.2543, 2.3770], [-1.7945, -2.0679, 3.6123], [-2.1083, -2.9655, 4.7604], [-0.8077, -1.0802, 3.7325], [-0.5416, -0.2287, 2.6782], [-3.0275, 3.0793, 0.6117], [-3.5416, 3.8244, -0.9227], [-4.6820, 2.8095, -0.0124], [-4.9507, 1.4282, -3.7433], [-5.6830, 1.8975, -2.1916], [-4.5316, 3.0010, -3.0079], [-0.4699, -1.5355, -1.0795], [-0.8084, -2.9706, -3.1221], [-2.5945, -2.4095, -4.7674], [-4.1230, -0.4187, -4.3523], [-0.8241, 1.7763, 0.8902], [-2.7630, -1.5032, 0.4138], [-3.1013, -3.1066, 2.2559], [-2.0608, -2.4200, 5.7089], [-3.1148, -3.3792, 4.6402], [-1.3976, -3.8016, 4.8175], [-0.2543, -0.9872, 4.6698], [0.2302, 0.5377, 2.7736]], "e_above_lowest_ev": 0.0000, "mol_weight_da": 494.70, "total_charge": 1, "gap_ev": 5.696, "homo_energy_ev": -10.979, "e_lumo_ev": -5.28}

[2]
{"formula": "C51H36ClN6O7PReS", "method": "ωB97M-V/def2-TZVPD", "elements": ["Re", "O", "C", "O", "C", "C", "Cl", "N", "N", "C", "C", "O", "O", "C", "C", "C", "C", "C", "C", "H", "H", "H", "H", "H", "H", "O", "C", "O", "C", "C", "C", "C", "C", "C", "C", "C", "C", "N", "H", "H", "H", "H", "H", "H", "N", "C", "C", "C", "C", "C", "C", "S", "N", "C", "C", "C", "C", "C", "C", "N", "H", "H", "H", "H", "H", "H", "H", "H", "H", "O", "P", "C", "C", "C", "C", "C", "C", "C", "C", "C", "C", "C", "C", "C", "C", "C", "C", "C", "C", "H", "H", "H", "H", "H", "H", "H", "H", "H", "H", "H", "H", "H", "H", "H"], "xyz": [[0.0835, 1.3390, -1.9945], [-5.1258, 3.8914, -2.9918], [-4.8370, 4.0009, -1.7053], [-5.5614, 4.5296, -0.9144], [-3.5207, 3.4335, -1.2435], [-3.0328, 3.5341, 0.0651], [-3.7803, 4.1525, 1.4373], [-1.8040, 2.9752, 0.1167], [-1.4878, 2.4749, -1.0955], [-2.4993, 2.7729, -1.9163], [-2.3265, 2.3073, -3.3211], [-3.1011, 2.5710, -4.2082], [-1.2268, 1.6017, -3.4950], [-0.8993, 2.9292, 1.2327], [-0.3958, 1.7196, 1.6790], [0.4639, 1.7249, 2.7691], [0.8062, 2.9114, 3.3951], [0.2995, 4.1174, 2.9239], [-0.5548, 4.1324, 1.8352], [-4.4466, 3.4010, -3.5103], [-0.6467, 0.7754, 1.2152], [0.8704, 0.7859, 3.1160], [1.4667, 2.9003, 4.2492], [0.5683, 5.0485, 3.4015], [-0.9371, 5.0696, 1.4552], [1.9084, -1.6360, -3.9353], [1.1247, -0.9169, -3.3931], [1.4260, 0.3126, -2.9472], [-0.3037, -1.2994, -3.1035], [-0.9084, -2.3480, -3.8023], [-2.2233, -2.6121, -3.5504], [-2.8989, -1.8911, -2.5429], [-4.2504, -2.1603, -2.2157], [-4.8713, -1.4754, -1.2122], [-4.1489, -0.5230, -0.4640], [-2.8436, -0.2410, -0.7565], [-2.2019, -0.8865, -1.8318], [-0.9117, -0.5722, -2.1848], [-0.3236, -2.8860, -4.5330], [-2.7561, -3.3720, -4.1061], [-4.7758, -2.9227, -2.7740], [-5.9061, -1.6762, -0.9721], [-4.6257, -0.0296, 0.3718], [-2.2852, 0.4325, -0.1328], [3.2798, 3.3055, 0.0804], [3.6567, 2.7119, 1.3138], [4.4154, 3.4260, 2.2211], [4.7728, 2.8255, 3.4224], [4.3564, 1.5326, 3.7040], [3.5776, 0.8294, 2.7914], [3.2396, 1.4208, 1.5831], [2.3400, 0.4610, 0.4102], [1.6834, 1.7185, -0.6065], [2.3135, 2.8591, -0.7281], [1.9451, 3.7013, -1.9006], [2.5546, 4.8921, -2.2503], [2.1958, 5.5096, -3.4415], [1.2495, 4.9088, -4.2501], [0.6587, 3.7292, -3.8322], [0.9845, 3.1498, -2.6717], [3.7096, 4.1936, -0.1297], [4.7330, 4.4348, 1.9977], [5.3751, 3.3716, 4.1325], [4.6353, 1.0655, 4.6370], [3.2615, -0.1828, 3.0037], [3.3089, 5.3525, -1.6312], [2.6644, 6.4380, -3.7325], [0.9592, 5.3370, -5.1975], [-0.0827, 3.2248, -4.4347], [0.4159, -1.5377, -0.1181], [0.3355, -2.7387, 0.7807], [-1.1167, -2.6551, 1.8472], [-2.3293, -3.0900, 1.3088], [-3.5070, -2.9456, 2.0218], [-3.4933, -2.3471, 3.2731], [-2.2978, -1.8929, 3.8091], [-1.1167, -2.0467, 3.1002], [1.8412, -2.9177, 1.7682], [3.0361, -2.7236, 1.0681], [4.2569, -2.9019, 1.6963], [4.2997, -3.2850, 3.0307], [3.1212, -3.5112, 3.7238], [1.8953, -3.3397, 3.0932], [0.2218, -4.2799, -0.1351], [0.6561, -4.3143, -1.4553], [0.6416, -5.5084, -2.1611], [0.1935, -6.6678, -1.5477], [-0.2297, -6.6406, -0.2243], [-0.2130, -5.4520, 0.4832], [-2.3481, -3.5684, 0.3366], [-4.4352, -3.3114, 1.6057], [-4.4112, -2.2403, 3.8327], [-2.2820, -1.4301, 4.7848], [-0.1959, -1.6890, 3.5367], [3.0062, -2.4470, 0.0219], [5.1742, -2.7571, 1.1433], [5.2521, -3.4304, 3.5214], [3.1525, -3.8431, 4.7511], [0.9912, -3.5674, 3.6381], [1.0325, -3.4138, -1.9248], [0.9919, -5.5346, -3.1828], [0.1838, -7.5992, -2.0958], [-0.5700, -7.5472, 0.2538], [-0.5404, -5.4380, 1.5146]], "spin_multiplicity": 4, "e_above_lowest_ev": 0.0000, "mol_weight_da": 1129.59, "total_charge": 2, "gap_ev": [6.644, 5.765], "homo_energy_ev": [-13.053, -13.136], "e_lumo_ev": [-6.41, -7.37]}

[3]
{"formula": "C31H26AsI2N2NiO2", "method": "ωB97M-V/def2-TZVPD", "elements": ["Ni", "I", "C", "C", "C", "I", "C", "O", "C", "C", "N", "C", "C", "C", "C", "C", "C", "N", "C", "H", "H", "H", "H", "H", "H", "H", "H", "H", "H", "H", "O", "As", "C", "C", "C", "C", "C", "C", "C", "C", "C", "C", "C", "C", "C", "C", "C", "C", "C", "C", "H", "H", "H", "H", "H", "H", "H", "H", "H", "H", "H", "H", "H", "H", "H"], "xyz": [[-1.8296, -1.0253, 0.1529], [0.4958, -7.4878, 0.3765], [-0.6984, -5.7653, 0.4390], [-1.5588, -5.4927, -0.6144], [-2.3265, -4.3454, -0.5762], [-3.5699, -3.8167, -2.1701], [-2.2774, -3.4456, 0.5129], [-3.0340, -2.3599, 0.5504], [-1.3796, -3.7556, 1.5625], [-1.2988, -2.7704, 2.6904], [-0.7683, -1.4660, 2.2155], [-0.7891, -0.4592, 3.3008], [-0.4324, 0.9378, 2.7789], [0.3976, 1.9013, 3.5660], [-0.8451, 3.3354, 2.4757], [-1.5713, 3.3918, 1.1418], [-2.0889, 2.3825, 0.4477], [-1.8208, 0.9897, 0.8181], [-0.6012, -4.8979, 1.5151], [-1.6225, -6.1647, -1.4586], [-0.6792, -3.1729, 3.4964], [-2.3010, -2.5862, 3.0835], [0.1999, -1.6189, 1.9450], [-0.1123, -0.7387, 4.1131], [-1.8029, -0.4541, 3.7064], [0.9476, 1.6060, 4.4489], [-1.1027, 4.2586, 2.9919], [-1.7680, 4.3908, 0.7692], [-2.7055, 2.5301, -0.4294], [0.0844, -5.1195, 2.3242], [-0.7586, -0.6977, -1.4162], [0.3709, 0.5283, -1.3778], [0.5495, 1.1768, 0.4457], [1.7571, 1.9294, 0.7290], [1.7828, 2.8924, 1.6554], [0.7354, 3.1173, 2.7039], [-1.0891, 2.1391, 3.4038], [-0.4631, 0.9756, 1.3041], [-0.0561, 1.7956, -2.7556], [-0.3934, 1.2389, -3.9871], [-0.7654, 2.0730, -5.0282], [-0.8064, 3.4474, -4.8297], [-0.4738, 3.9931, -3.5976], [-0.0954, 3.1679, -2.5494], [2.0778, -0.3212, -1.6753], [2.5382, -1.1583, -0.6625], [3.6807, -1.9140, -0.8572], [4.3584, -1.8344, -2.0677], [3.9003, -0.9980, -3.0740], [2.7564, -0.2364, -2.8832], [2.5921, 1.8101, 0.0469], [2.6689, 3.5136, 1.7223], [1.0654, 3.9363, 3.3387], [-1.8727, 2.0755, 4.1468], [-2.4577, 0.7302, 1.5696], [-0.3822, 0.1619, -4.1103], [-1.0287, 1.6514, -5.9887], [-1.1066, 4.0967, -5.6413], [-0.5115, 5.0647, -3.4543], [0.1691, 3.5861, -1.5851], [1.9986, -1.2097, 0.2761], [4.0404, -2.5664, -0.0728], [5.2480, -2.4297, -2.2247], [4.4319, -0.9412, -4.0144], [2.3978, 0.4245, -3.6631]], "spin_multiplicity": 3, "e_above_lowest_ev": 4.7628, "mol_weight_da": 845.98, "total_charge": 1, "gap_ev": [6.925, 6.811], "homo_energy_ev": [-10.053, -10.043], "e_lumo_ev": [-3.13, -3.23]}

[4]
{"formula": "C4H8N4", "method": "ωB97M-V/def2-TZVPD", "elements": ["C", "C", "C", "C", "H", "H", "H", "H", "H", "H", "H", "H", "N", "N", "N", "N"], "xyz": [[-0.8475, 0.9177, 0.1581], [0.0572, 1.6034, -0.4999], [-0.2458, -1.1902, -0.5051], [1.8494, -0.6312, 0.4041], [-2.6629, 0.0108, -0.6564], [-2.4446, -1.8330, 0.1594], [-1.4802, 1.7223, 0.7874], [0.1248, 2.7936, -0.6526], [1.0825, 0.9897, -0.9722], [-0.9139, -1.7483, -1.0331], [1.4210, -0.6946, 1.4916], [3.3795, 0.2388, 1.0438], [-2.3227, -0.5271, 0.3050], [-0.8475, -0.4409, 0.4605], [1.0116, -1.2669, -0.5833], [2.8392, 0.0558, 0.0926]], "e_above_lowest_ev": 6.7799, "mol_weight_da": 112.14, "gap_ev": 9.896, "homo_energy_ev": -9.524, "e_lumo_ev": 0.37}

[5]
{"formula": "C7H10N", "method": "ωB97M-V/def2-TZVPD", "elements": ["C", "C", "C", "C", "C", "C", "C", "N", "H", "H", "H", "H", "H", "H", "H", "H", "H", "H"], "xyz": [[-1.5217, -0.2306, 1.8144], [-2.3152, -0.4220, 2.8767], [-0.8761, 0.7903, 0.9240], [0.0736, -1.4003, 0.7289], [0.2239, -0.0764, 0.1416], [1.0721, 1.1125, -2.0526], [0.5688, -0.1056, -1.4216], [-0.8137, -1.4055, 1.6530], [-1.5219, 1.3724, 0.3896], [-0.3438, 1.6247, 1.5424], [0.7183, -2.2281, 0.6207], [1.1414, 0.2585, 0.7038], [1.5153, 0.7860, -2.9926], [1.7634, 1.6022, -1.4296], [0.4180, 1.8930, -2.2576], [1.2561, -1.0432, -1.5484], [-0.3270, -0.2964, -1.9269], [-1.0315, -2.2316, 2.2343]], "e_above_lowest_ev": 4.9734, "mol_weight_da": 108.16, "total_charge": 1, "gap_ev": 8.835, "homo_energy_ev": -14.456, "e_lumo_ev": -5.62}